(1)
{
  "formula": "C4H9N3",
  "method": "ωB97M-V/def2-TZVPD",
  "species": ["C", "C", "N", "C", "N", "H", "H", "H", "H", "H", "H", "C", "N", "H", "H", "H"],
  "xyz": [[-0.66, 1.28, 0.80], [1.56, 1.07, -0.11], [0.15, 1.24, -0.39], [0.41, -2.03, -0.96], [1.47, -2.19, -1.35], [-1.69, 1.51, 0.52], [2.10, 1.00, -1.06], [-0.64, 0.34, 1.37], [-0.29, 2.08, 1.45], [1.78, 0.17, 0.48], [1.91, 1.94, 0.43], [-0.93, -1.82, -0.51], [-1.18, -1.74, 0.72], [-2.16, -1.60, 0.96], [-1.65, -1.75, -1.34], [-0.17, 0.50, -1.01]],
  "lowdin_charge": [-0.17, -0.16, -0.18, -0.22, 0.19, 0.08, 0.08, 0.05, 0.08, 0.07, 0.08, -0.26, 0.12, 0.08, 0.12, 0.06],
  "smiles": "[H]/N=C/C#N.CNC",
  "total_energy_ev": -8762.43944,
  "e_above_lowest_ev": 2.086,
  "gap_ev": 8.51
}



(2)
{
  "formula": "C18H33AuN7OPS2",
  "method": "ωB97M-V/def2-TZVPD",
  "species": ["Au", "C", "C", "N", "N", "C", "N", "S", "C", "C", "C", "C", "C", "N", "H", "H", "H", "H", "H", "H", "H", "H", "H", "H", "C", "C", "S", "O", "C", "C", "H", "H", "H", "H", "H", "H", "H", "H", "H", "H", "C", "N", "C", "N", "C", "N", "C", "P", "C", "C", "H", "H", "H", "H", "H", "H", "H", "H", "H", "H", "H", "H", "H"],
  "xyz": [[-0.25, 0.08, 0.13], [-1.52, 4.14, -1.35], [-1.39, 2.75, -0.84], [-0.28, 2.10, -0.74], [0.92, 2.64, -1.12], [2.06, 1.94, -0.98], [3.18, 2.48, -1.41], [2.12, 0.38, -0.24], [-2.60, 1.98, -0.43], [-3.87, 2.50, -0.59], [-4.97, 1.75, -0.20], [-4.76, 0.49, 0.35], [-3.46, 0.03, 0.46], [-2.40, 0.74, 0.08], [-0.59, 4.71, -1.29], [-2.25, 4.69, -0.76], [-1.86, 4.13, -2.39], [0.91, 3.51, -1.64], [3.23, 3.40, -1.83], [4.05, 1.98, -1.32], [-4.01, 3.48, -1.01], [-5.97, 2.14, -0.32], [-5.59, -0.13, 0.67], [-3.26, -0.95, 0.88], [2.51, -0.18, 3.69], [1.29, -0.54, 4.52], [-0.19, -0.71, 3.50], [0.15, -2.03, 2.67], [-1.40, -1.28, 4.70], [-1.82, -0.16, 5.65], [3.36, -0.07, 4.37], [2.38, 0.76, 3.17], [2.76, -0.96, 2.98], [1.04, 0.24, 5.24], [1.39, -1.48, 5.06], [-0.97, -2.14, 5.22], [-2.25, -1.62, 4.10], [-1.01, 0.18, 6.28], [-2.60, -0.55, 6.31], [-2.24, 0.69, 5.11], [0.41, -5.40, 0.95], [1.48, -4.53, 0.23], [1.20, -4.56, -1.27], [-0.15, -4.11, -1.45], [-1.13, -5.02, -0.83], [-0.89, -4.94, 0.60], [-1.29, -3.71, 1.21], [-0.13, -2.25, 0.86], [1.53, -3.12, 0.77], [-0.38, -2.76, -1.31], [0.60, -5.32, 2.02], [0.58, -6.42, 0.61], [2.40, -4.95, 0.39], [1.32, -5.59, -1.61], [1.92, -3.92, -1.77], [-0.98, -6.03, -1.20], [-2.14, -4.69, -1.08], [-1.28, -3.82, 2.29], [-2.30, -3.45, 0.89], [1.92, -3.18, 1.78], [2.23, -2.56, 0.15], [0.38, -2.14, -1.78], [-1.40, -2.47, -1.51]],
  "mulliken_spin": [0.37, 0.01, 0.00, 0.12, 0.00, -0.03, 0.01, 0.28, -0.01, 0.00, 0.00, 0.01, 0.01, 0.08, 0.00, 0.00, 0.00, 0.00, 0.00, 0.00, 0.00, 0.00, 0.00, -0.01, 0.00, 0.00, 0.01, 0.08, 0.00, 0.00, 0.00, 0.00, 0.00, 0.00, 0.00, 0.00, 0.00, 0.00, 0.00, 0.00, -0.01, 0.03, -0.02, 0.35, -0.01, 0.07, 0.05, 0.26, 0.01, 0.27, 0.00, 0.00, 0.00, 0.00, 0.00, 0.00, 0.00, 0.02, -0.01, 0.01, 0.00, 0.02, 0.00],
  "multiplicity": 3,
  "total_charge": 4,
  "total_energy_ev": -66290.52246,
  "e_above_lowest_ev": 0.798,
  "gap_ev": [7.56, 6.63]
}



(3)
{
  "formula": "C5H9F3N3OP3",
  "method": "ωB97M-V/def2-TZVPD",
  "species": ["C", "C", "C", "C", "C", "N", "N", "N", "O", "F", "F", "F", "P", "P", "P", "H", "H", "H", "H", "H", "H", "H", "H", "H"],
  "xyz": [[3.28, 0.05, 0.79], [0.46, -2.92, -0.35], [1.96, 0.14, 1.19], [0.93, -1.76, -0.85], [0.27, 2.79, -0.61], [-0.51, -0.37, 1.22], [-1.66, 1.51, -1.33], [-2.65, -0.78, -0.12], [-0.61, 1.70, -0.50], [-3.85, -1.63, -0.17], [-2.59, -0.14, 2.39], [-3.62, 0.54, -2.13], [-1.89, -1.21, 1.32], [-3.07, 0.95, -0.68], [0.60, -0.23, 0.14], [4.00, 0.30, 1.55], [3.62, -0.09, -0.19], [0.57, -3.71, -1.03], [0.06, -2.83, 0.65], [1.75, 0.20, 2.31], [1.39, -1.69, -1.71], [0.68, 2.94, -1.58], [1.10, 2.53, -0.04], [-0.22, 3.71, -0.29]],
  "lowdin_charge": [-0.02, -0.01, -0.30, -0.24, -0.07, -0.42, -0.16, -0.41, -0.42, -0.21, -0.35, -0.29, 0.69, 0.87, 0.85, 0.05, 0.03, 0.05, 0.01, 0.10, 0.00, 0.09, 0.04, 0.11],
  "total_energy_ev": -47860.69163,
  "e_above_lowest_ev": 2.186,
  "gap_ev": [6.11, 7.33]
}



(4)
{
  "formula": "C15H33Br2N2O6P",
  "method": "ωB97M-V/def2-TZVPD",
  "species": ["C", "C", "N", "C", "C", "O", "P", "O", "O", "C", "C", "C", "C", "O", "C", "C", "O", "C", "N", "C", "C", "O", "H", "H", "H", "H", "H", "H", "H", "H", "H", "H", "H", "H", "H", "H", "H", "H", "H", "H", "H", "H", "H", "H", "H", "H", "H", "H", "H", "H", "H", "Br", "C", "C", "Br", "H", "H", "H", "H"],
  "xyz": [[1.98, 0.08, 3.39], [1.89, -0.40, 1.91], [2.46, 0.69, 1.05], [1.49, 1.18, 0.04], [0.51, 2.22, 0.58], [-0.16, 1.84, 1.81], [-1.51, 0.99, 1.60], [-1.57, -0.03, 2.64], [-1.45, 0.27, 0.15], [-2.26, -0.92, 0.05], [-1.52, -2.23, 0.38], [-0.20, -2.40, -0.44], [-2.49, -3.37, -0.10], [-2.69, 2.07, 1.65], [-3.99, 1.51, 1.96], [-5.05, 1.72, 0.85], [-5.99, 0.64, 0.99], [-4.48, 1.69, -0.60], [-5.42, 0.97, -1.47], [3.52, 0.07, 0.28], [4.96, 0.56, 0.36], [3.29, -0.83, -0.46], [1.28, 0.90, 3.59], [1.64, -0.77, 4.01], [3.00, 0.35, 3.68], [2.46, -1.33, 1.86], [0.82, -0.54, 1.71], [1.02, 0.32, -0.46], [2.08, 1.70, -0.74], [-0.23, 2.54, -0.18], [1.10, 3.12, 0.82], [-2.60, -0.99, -0.99], [-3.18, -0.86, 0.66], [-1.38, -2.33, 1.45], [0.58, -2.71, 0.27], [-0.29, -3.23, -1.15], [0.07, -1.50, -1.01], [-2.36, -3.59, -1.16], [-3.54, -3.09, 0.05], [-2.24, -4.28, 0.47], [-3.97, 0.45, 2.21], [-4.34, 2.05, 2.85], [-5.63, 2.64, 1.01], [-6.25, 0.64, 1.92], [-3.47, 1.28, -0.64], [-4.43, 2.73, -0.96], [-5.25, 1.18, -2.45], [-5.29, -0.03, -1.34], [5.39, 0.38, -0.64], [5.56, 0.00, 1.08], [5.01, 1.65, 0.53], [6.90, -0.21, -2.49], [5.56, -0.97, -3.69], [5.20, -0.01, -4.79], [4.04, 1.41, -4.14], [4.71, -1.26, -3.07], [6.03, -1.87, -4.10], [4.63, -0.52, -5.56], [6.06, 0.47, -5.24]],
  "lowdin_charge": [-0.08, -0.20, -0.06, -0.16, -0.17, -0.16, 0.43, -0.21, -0.20, -0.21, -0.36, -0.05, -0.08, -0.15, -0.16, -0.32, -0.06, -0.21, 0.00, -0.49, -0.01, 0.10, 0.06, 0.07, 0.07, 0.12, 0.09, 0.10, 0.13, 0.12, 0.13, 0.14, 0.11, 0.13, 0.08, 0.07, 0.07, 0.07, 0.08, 0.08, 0.11, 0.13, 0.14, 0.10, 0.08, 0.12, 0.07, 0.06, -0.04, 0.09, 0.09, 0.68, -0.67, -0.69, 0.60, 0.05, 0.06, 0.06, 0.05],
  "smiles": "CCN(CCO[P@](=O)(OCC(C)C)OC[C@H](O)CN)C(C)=O.BrCCBr",
  "total_energy_ev": -180730.60270,
  "gap_ev": 9.56
}